{
  "formula": "C36H97N13O15",
  "method": "the ωB97M-V functional and the def2-TZVPD basis",
  "homo_lumo_gap_ev": 8.65,
  "spin_multiplicity": 1,
  "fmax_ev_per_a": 3.4,
  "smiles": "COCCNCCOC.COCCNCCOC.COCCNCCOC.COCCNCCOC.COCCNCCOC.NC(N)=O.NC(N)=O.NC(N)=O.NC(N)=O.CCO",
  "lumo_ev": 0.26,
  "elements": ["O", "O", "O", "O", "O", "O", "O", "O", "O", "O", "O", "O", "O", "O", "O", "N", "N", "N", "N", "N", "N", "N", "N", "N", "N", "N", "N", "N", "C", "C", "C", "C", "C", "C", "C", "C", "C", "C", "C", "C", "C", "C", "C", "C", "C", "C", "C", "C", "C", "C", "C", "C", "C", "C", "C", "C", "C", "C", "C", "C", "C", "C", "C", "C", "H", "H", "H", "H", "H", "H", "H", "H", "H", "H", "H", "H", "H", "H", "H", "H", "H", "H", "H", "H", "H", "H", "H", "H", "H", "H", "H", "H", "H", "H", "H", "H", "H", "H", "H", "H", "H", "H", "H", "H", "H", "H", "H", "H", "H", "H", "H", "H", "H", "H", "H", "H", "H", "H", "H", "H", "H", "H", "H", "H", "H", "H", "H", "H", "H", "H", "H", "H", "H", "H", "H", "H", "H", "H", "H", "H", "H", "H", "H", "H", "H", "H", "H", "H", "H", "H", "H", "H", "H", "H", "H", "H", "H", "H", "H", "H", "H"],
  "xyz": [[0.1718, 5.0299, -0.0264], [-5.5699, 5.7820, -2.4209], [-1.9383, -4.7888, -0.0521], [7.7894, -2.9904, 0.4695], [0.6436, 0.4836, -4.2978], [-6.5634, 3.0972, 1.6026], [-2.0283, -9.9310, 3.4688], [-0.8436, -1.7633, -1.7862], [5.3010, 2.0538, -1.8311], [2.1011, -2.7265, -2.9886], [2.4381, -3.2422, 0.4707], [-0.9288, -1.6528, 0.9236], [3.1586, 1.6896, 2.8367], [-3.5334, 2.7396, -2.2302], [-1.5762, 5.6555, 3.6795], [-2.0873, 1.2260, -3.0451], [-3.0642, 6.1604, -1.6086], [-2.1547, -3.4287, -2.5252], [3.5848, -3.3567, 2.4727], [3.3896, 0.9908, 0.1686], [1.2984, -2.9631, 2.4312], [1.4145, 0.0588, -2.1943], [4.7547, -2.6790, -1.5338], [-3.7862, 2.9564, 2.2897], [-1.1332, -1.8464, -4.0344], [-1.9500, 3.4648, -3.6240], [-1.3505, -6.5702, 2.1943], [2.5240, 1.6154, -3.4672], [-5.5904, 2.9473, 0.6410], [-6.9472, 4.4305, 1.9141], [-5.7440, 5.1534, -3.6804], [-3.0507, -10.8602, 3.5441], [4.8160, 0.7384, 0.1507], [1.7273, -4.0931, -2.8703], [-2.5497, 3.5807, 2.8948], [-0.8256, 5.1731, -1.1064], [-4.0956, 7.1447, -1.3089], [0.9696, 3.9176, -0.2854], [-1.3188, -2.3871, -2.7378], [6.6512, -2.3216, -0.0454], [1.4736, 0.6999, -3.3795], [-1.9339, 6.1211, -0.6240], [2.4391, -3.1657, 1.7417], [-1.1293, 5.3803, 5.0057], [-4.2196, 3.5896, 1.0397], [-1.1312, -7.9600, 2.6480], [3.1130, 0.2919, 2.4937], [5.2742, 0.7184, -1.2908], [-1.5000, 0.8354, 0.8930], [-1.9420, -0.6335, 1.0910], [4.5458, -3.2012, -2.8409], [-5.1104, 7.1298, -2.4337], [-0.8159, -4.6249, 0.7961], [3.3370, -2.5457, -3.5451], [-3.2215, -4.5636, 0.5620], [6.2183, 2.3528, -2.8903], [-0.3225, -5.9818, 1.3373], [-2.5408, 2.4538, -2.9048], [8.2455, -2.1587, 1.5990], [2.7257, 0.0701, 1.0232], [5.9800, -3.2328, -1.0253], [-2.7942, 5.0040, 3.3916], [-2.4499, -8.7044, 2.9181], [1.8562, 2.1227, 3.2091], [0.6718, -0.6886, -2.1263], [2.3028, -0.0615, 3.1447], [2.4782, -4.7435, -2.3323], [-2.7163, -0.6775, 0.2786], [1.6638, 0.1647, 0.9631], [-5.3832, 1.9006, 0.4042], [5.2820, 1.4464, 0.8196], [-6.0538, 7.7347, -2.3446], [-3.3606, 5.5780, 2.6597], [-3.5264, 3.3968, 0.2549], [-6.5806, 4.4497, -3.6065], [-0.6858, 4.4467, 5.0949], [-2.3533, -0.9041, 2.0823], [5.7660, -4.2458, -0.5755], [-1.0357, -3.9502, 1.6257], [-2.3742, 6.0007, 0.4059], [4.3376, -3.7321, 1.9533], [2.9202, -0.9787, 0.6757], [-4.6482, 7.0133, -0.2815], [-1.0675, 3.4569, -4.0803], [1.1020, 1.9017, 2.3140], [0.3164, 3.0284, -0.5132], [-2.3521, 4.3662, -3.4306], [-0.3193, 6.0821, 5.2909], [-1.2691, 0.9662, -3.5969], [-6.1297, 5.8463, -4.4929], [9.1404, -2.5932, 1.9368], [5.4334, -2.9761, -3.4685], [4.1124, -0.1217, 2.6707], [5.9190, -2.0799, 0.7532], [-3.9100, -4.3330, -0.2991], [3.1838, 1.7712, -2.6805], [-7.9059, 4.3473, 2.3897], [5.0232, -0.2445, 0.6019], [1.6815, 4.0717, -1.1709], [6.7042, -3.5306, -1.8329], [-2.1160, -3.8686, -1.5957], [-0.2513, -1.3186, -3.9738], [-4.5683, 3.0216, 2.9277], [3.5881, -3.3843, 3.4574], [7.0487, -1.4321, -0.4374], [-3.4928, 5.2568, -1.5711], [-3.4301, -10.8100, 4.5967], [-3.7497, -10.5842, 2.7593], [5.8774, 3.3700, -3.1773], [0.5960, -2.5003, 1.8617], [-2.4010, 0.5188, -2.4142], [8.4291, -1.1154, 1.3616], [3.9844, -2.9004, -0.9001], [-1.7044, 3.6397, 2.1445], [-3.6358, 8.1184, -1.1656], [1.8545, 3.1810, 3.3441], [-6.9019, 4.9884, 1.0024], [-3.5535, -5.3962, 1.1116], [2.0914, 0.1748, -1.5008], [-0.5924, -8.1798, 3.5578], [1.4794, -4.4657, -3.8434], [1.5609, 1.5724, 4.1113], [1.2147, -2.7145, 3.4692], [-2.4121, 1.4438, 1.1367], [-2.9999, -8.7272, 1.9136], [-1.2795, 4.1997, -1.3006], [1.5800, 3.7721, 0.6067], [-0.5387, -8.4699, 1.8769], [2.5175, 2.0259, -4.3628], [-1.4688, 7.1167, -0.5214], [7.2335, 2.3134, -2.5392], [4.4487, -4.2887, -2.8162], [0.8916, -4.1979, -2.1998], [-2.7360, -3.8480, -3.2560], [3.4685, -1.4646, -3.6322], [6.2914, 0.4032, -1.3486], [-0.6046, 1.1749, 1.4395], [-0.0600, -4.2237, 0.2003], [-4.8762, 4.4889, -3.9767], [3.2228, 1.9551, 0.4887], [-4.6709, 7.4622, -3.4604], [-3.0810, -8.1053, 3.6879], [-3.1941, -3.7209, 1.2520], [-1.2452, 0.9230, -0.1045], [-3.3894, 4.9611, 4.3494], [-1.4717, -5.9739, 2.9745], [6.0954, 1.8320, -3.7987], [-1.0729, -2.4800, -4.7751], [-0.1558, -6.6487, 0.4493], [4.6379, 0.1137, -1.9617], [-0.4425, 5.5741, -2.0450], [-4.3567, 4.6935, 1.0538], [3.4074, -2.8717, -4.5821], [-5.9166, 3.3019, -0.3750], [-1.8797, 5.3938, 5.8286], [0.6408, -5.7985, 1.8400], [-6.2599, 4.8348, 2.6871], [-2.2239, 2.9423, 3.6938], [-2.5483, -11.8343, 3.4315], [7.3867, -2.1901, 2.3040], [-0.8331, -1.8487, -0.0390]],
  "forces_ev_per_angstrom": [[-1.4, 0.6, -1.8], [-0.1, -0.4, -1.0], [-0.9, 0.3, 0.4], [0.4, 1.3, 1.6], [1.1, 0.6, 0.7], [-0.8, -0.6, 0.9], [0.6, 1.2, -0.9], [0.5, -0.1, 0.3], [-0.5, 0.1, 0.0], [-1.2, -1.0, 1.1], [0.2, 0.2, 2.9], [-0.2, 0.6, -0.6], [0.0, -0.1, -0.3], [0.0, -0.1, 0.5], [0.0, 0.4, 1.1], [1.4, -1.7, -0.5], [1.2, 0.4, 0.7], [-0.1, -0.4, -0.6], [-0.9, 0.5, -1.2], [-0.4, 0.9, -0.6], [-0.9, 1.1, 1.9], [-2.7, -1.2, -1.6], [0.4, 0.6, 0.2], [1.2, 1.0, -0.1], [0.7, 0.1, 2.8], [-0.5, 0.2, 0.0], [0.5, -1.3, -0.2], [-1.2, -1.4, 0.8], [1.8, 0.6, -2.0], [1.3, -1.1, 0.7], [-0.6, -0.6, -0.8], [0.4, -0.5, 1.3], [-0.4, -0.5, -0.5], [0.9, -0.2, 1.2], [-0.7, 0.2, -1.6], [-0.7, 0.0, 2.1], [-0.5, 0.6, 1.6], [0.6, -0.6, -1.1], [-1.0, 0.8, -1.2], [-0.1, -1.7, 0.8], [0.5, 0.1, 0.8], [-0.8, 1.3, 0.3], [0.6, -0.8, -1.9], [0.1, 1.8, 0.4], [-1.7, 0.0, 0.2], [-0.5, 0.1, -0.6], [-0.3, 0.5, 0.2], [0.7, 1.2, -0.8], [-0.8, -0.6, 2.4], [0.1, 0.0, -0.4], [-0.9, 0.7, -1.1], [-0.6, 0.2, -1.5], [-0.8, -1.8, 1.2], [1.9, 0.3, -0.8], [0.3, 1.1, -1.7], [-1.6, 1.6, 1.2], [-0.3, 0.0, -0.8], [-1.0, 1.7, -0.3], [-2.1, -1.1, -1.0], [-0.2, -0.9, 0.8], [0.5, -1.7, -0.1], [-0.4, -0.6, 1.2], [0.1, 1.6, -0.3], [-0.9, -1.3, -2.2], [1.2, 1.1, 0.3], [0.6, -1.0, 0.0], [-0.3, 0.7, -0.9], [0.3, -0.8, 0.9], [-1.0, 0.3, -0.4], [-0.3, -0.2, 0.8], [0.8, 0.5, -0.3], [1.1, 0.1, 0.5], [0.2, 0.1, 0.0], [0.7, -0.3, -0.7], [0.1, 0.0, 0.4], [0.8, -2.2, -0.2], [-0.2, 0.7, -0.5], [0.4, 0.8, 0.2], [-0.1, 0.0, -0.2], [0.8, -0.8, -0.6], [0.8, -0.3, -0.2], [0.1, 0.9, 0.4], [0.8, -0.3, -1.6], [0.5, -0.5, -0.1], [1.3, 0.4, 2.0], [0.8, 0.5, 0.3], [0.0, 0.1, 0.0], [-0.6, 0.0, -0.4], [-0.1, 0.3, 0.1], [1.0, -0.4, 0.8], [1.0, -0.6, 0.8], [-0.5, 0.0, 0.3], [-0.3, 0.0, 0.4], [0.3, 0.0, -0.1], [0.5, -0.2, 1.0], [-0.6, 0.1, -1.2], [-0.6, 0.2, -0.2], [-0.1, 0.2, -0.4], [-0.9, -0.2, 0.9], [-0.7, 0.7, 0.4], [0.0, 0.1, -0.3], [-0.6, 0.3, -0.5], [0.0, -0.1, 0.3], [0.0, -0.1, 0.9], [-0.2, 1.5, -1.0], [-0.4, -0.7, -0.2], [-0.6, -0.2, -0.9], [-0.6, -0.8, 0.2], [0.9, -0.3, 0.3], [-0.4, 0.0, 0.0], [-0.3, -0.1, 0.2], [0.0, 0.2, -0.5], [0.0, 0.1, -0.2], [-1.0, -0.2, 0.5], [0.2, 0.3, -0.4], [0.1, 0.7, 0.3], [-0.4, 0.9, -0.4], [-0.4, -1.3, 0.5], [1.2, 0.3, 1.2], [0.7, 0.9, 0.6], [0.0, -0.6, -0.6], [-0.3, 0.3, -0.1], [0.7, -0.6, -2.3], [1.0, -0.3, -0.2], [0.3, -0.6, 1.4], [0.2, -0.2, 0.0], [0.0, -0.3, 0.0], [-0.5, -0.1, 0.0], [0.8, 0.9, -0.6], [-0.3, -0.1, -0.4], [0.6, 0.1, 0.1], [0.0, -0.3, -0.3], [-0.7, 0.5, 0.0], [0.7, 0.4, 0.5], [0.2, 0.1, 0.4], [0.9, -0.8, 0.0], [-0.5, -0.3, 0.3], [1.4, 0.9, -0.9], [-0.6, 1.2, 0.2], [0.0, -0.7, -0.2], [-0.3, -0.9, 1.7], [0.8, -0.9, -1.2], [0.1, 0.3, -0.1], [0.4, 0.4, -2.3], [0.2, 0.1, -0.9], [-0.3, 0.6, 0.9], [-0.2, -1.5, -0.9], [-0.2, -1.3, -1.2], [-0.1, 0.4, 0.8], [0.2, -0.2, 0.7], [0.5, 0.0, 0.1], [0.1, -0.3, 0.3], [-0.4, -0.5, -0.5], [0.2, 0.4, 0.8], [-0.1, 0.4, -0.8], [0.0, -0.2, -0.1], [-0.1, 0.2, -0.5], [0.2, -0.3, 0.5], [-0.7, 0.1, -0.3], [0.9, 0.1, 0.2], [-0.1, 0.3, 0.4]]
}